{
  "formula": "C49H74BNO35S",
  "method": "the ωB97M-V functional and the def2-TZVPD basis",
  "largest_force_ev_per_a": 3.2,
  "smiles": "CCCCCCCCCCCCC[C@@]1(B(O)OCC)OC(=O)O[C@H]1N=C=S.O=C1OCCO1.O=C1OCCO1.O=C1OCCO1.O=C1OCCO1.O=C1OCCO1.O=C1OCCO1.O=C1OCCO1.O=C1OCCO1.O=C1OCCO1.O=C1OCCO1",
  "total_energy_ha": -5022.873974,
  "homo_energy_ev": -9.79,
  "species": ["C", "C", "C", "C", "C", "C", "C", "C", "C", "C", "C", "C", "C", "C", "B", "O", "O", "C", "C", "O", "C", "O", "O", "C", "N", "C", "S", "H", "H", "H", "H", "H", "H", "H", "H", "H", "H", "H", "H", "H", "H", "H", "H", "H", "H", "H", "H", "H", "H", "H", "H", "H", "H", "H", "H", "H", "H", "H", "H", "H", "H", "C", "C", "O", "C", "O", "O", "H", "H", "H", "H", "C", "C", "O", "C", "O", "O", "H", "H", "H", "H", "C", "C", "O", "C", "O", "O", "H", "H", "H", "H", "C", "C", "O", "C", "O", "O", "H", "H", "H", "H", "C", "C", "O", "C", "O", "O", "H", "H", "H", "H", "C", "C", "O", "C", "O", "O", "H", "H", "H", "H", "C", "C", "O", "C", "O", "O", "H", "H", "H", "H", "C", "C", "O", "C", "O", "O", "H", "H", "H", "H", "C", "C", "O", "C", "O", "O", "H", "H", "H", "H", "C", "C", "O", "C", "O", "O", "H", "H", "H", "H"],
  "xyz": [[-3.9363, 1.0591, -1.2274], [-4.4680, 2.3684, -1.8030], [-4.6523, 2.3885, -3.3325], [-3.6774, 1.5268, -4.1345], [-2.3137, 2.1965, -4.2593], [-1.2398, 1.2799, -4.8606], [0.1583, 1.9079, -4.6415], [0.9379, 1.1735, -3.5210], [0.6594, 1.7547, -2.1172], [1.9030, 1.7391, -1.1957], [1.9792, 0.5039, -0.2940], [2.3337, -0.7781, -1.0518], [2.2337, -2.0178, -0.1236], [3.5342, -2.6055, 0.3895], [2.9993, -3.9699, 1.1255], [3.3839, -4.2750, 2.4355], [2.1577, -4.8455, 0.4917], [2.8602, -5.8030, -0.3244], [2.0867, -7.0996, -0.3851], [4.5206, -3.1206, -0.5432], [5.5704, -3.4364, 0.2440], [6.4425, -4.2673, 0.0189], [5.5692, -2.6622, 1.3816], [4.3722, -1.8946, 1.4313], [4.7284, -0.4598, 1.2699], [5.2999, -0.0459, 0.2412], [5.9045, 0.5782, -1.0594], [-3.0267, 0.7052, -1.7038], [-3.7009, 1.2229, -0.1792], [-4.7063, 0.2896, -1.2369], [-5.4543, 2.5169, -1.3697], [-3.8212, 3.1809, -1.4812], [-5.6655, 2.0946, -3.6043], [-4.5337, 3.4129, -3.6875], [-3.5863, 0.5095, -3.7632], [-4.0723, 1.4484, -5.1501], [-1.9667, 2.4657, -3.2587], [-2.3680, 3.1074, -4.8527], [-1.3500, 0.3042, -4.3897], [-1.3873, 1.1358, -5.9307], [0.7560, 1.8456, -5.5465], [0.0316, 2.9338, -4.3064], [0.5868, 0.1427, -3.5170], [2.0097, 1.1330, -3.7078], [0.3699, 2.7966, -2.2231], [-0.1111, 1.1820, -1.6054], [1.8797, 2.6173, -0.5525], [2.8036, 1.8290, -1.8047], [2.6115, 0.6705, 0.5746], [0.9658, 0.3567, 0.0898], [3.2734, -0.7107, -1.5937], [1.5584, -0.8908, -1.8055], [1.6529, -2.7672, -0.6473], [1.6472, -1.7012, 0.7397], [2.5951, -4.0682, 2.9577], [3.8975, -5.9567, -0.0201], [2.8941, -5.3997, -1.3375], [1.0928, -6.8653, -0.7570], [2.5412, -7.7176, -1.1563], [2.0375, -7.6160, 0.5657], [3.8462, -1.9028, 2.3747], [7.3569, 3.1852, 2.2157], [7.5018, 3.6809, 0.7949], [6.2669, 4.3832, 0.5892], [5.7944, 4.7591, 1.7999], [4.8813, 5.4981, 1.9703], [6.5054, 4.1741, 2.8005], [8.3065, 3.1295, 2.7427], [6.8593, 2.2131, 2.2762], [8.3348, 4.3796, 0.6739], [7.6099, 2.8703, 0.0769], [-8.3879, -0.1285, -0.3225], [-8.4162, -0.7496, 1.0559], [-7.1671, -0.3242, 1.6104], [-6.7820, 0.8008, 0.9625], [-5.8815, 1.4989, 1.2887], [-7.5710, 1.0286, -0.1213], [-9.3763, 0.1524, -0.6793], [-7.9101, -0.7709, -1.0648], [-9.2276, -0.3592, 1.6722], [-8.4784, -1.8345, 1.0314], [-0.1545, 0.1090, 4.3772], [0.6145, -0.9194, 3.5922], [-0.3493, -1.3593, 2.6292], [-1.2661, -0.3651, 2.4723], [-2.0978, -0.3537, 1.6275], [-1.0976, 0.5935, 3.4081], [0.4716, 0.9171, 4.7447], [-0.6901, -0.3448, 5.2087], [1.4703, -0.4887, 3.0640], [0.9522, -1.7466, 4.2067], [-1.6687, 1.9549, -10.2189], [-1.8546, 0.5619, -9.6586], [-2.7359, 0.7876, -8.5559], [-3.4162, 1.9398, -8.7933], [-4.3385, 2.3200, -8.1536], [-2.8955, 2.5948, -9.8626], [-1.5269, 1.9646, -11.2965], [-0.8422, 2.4894, -9.7467], [-2.3405, -0.1135, -10.3652], [-0.9237, 0.1125, -9.3223], [4.7686, -3.0602, 6.6769], [4.7404, -2.7782, 5.1924], [3.6206, -1.8963, 5.0663], [3.4256, -1.2923, 6.2698], [2.6851, -0.3824, 6.4492], [4.1931, -1.8666, 7.2243], [5.7726, -3.2177, 7.0608], [4.1451, -3.9117, 6.9546], [5.6362, -2.2582, 4.8480], [4.5992, -3.6716, 4.5901], [-3.3436, -0.4200, 8.4287], [-2.2217, -1.0391, 9.2342], [-1.6810, -1.9962, 8.3185], [-1.9910, -1.5946, 7.0642], [-1.5452, -2.0752, 6.0722], [-2.8723, -0.5689, 7.0863], [-3.5107, 0.6272, 8.6652], [-4.2847, -0.9625, 8.5333], [-1.4428, -0.3194, 9.4914], [-2.5680, -1.5257, 10.1421], [10.4039, -5.0014, -1.2771], [9.2618, -4.0704, -1.6145], [9.9421, -2.8314, -1.8648], [11.2162, -3.1210, -2.2148], [11.9922, -2.3309, -2.6475], [11.4940, -4.4288, -2.0096], [10.2250, -6.0259, -1.5918], [10.6501, -4.9950, -0.2139], [8.7327, -4.3698, -2.5206], [8.5466, -3.9725, -0.8039], [12.3722, 2.8768, 0.1124], [12.5515, 3.3212, -1.3211], [11.3173, 4.0018, -1.5871], [10.8053, 4.4114, -0.4066], [9.8735, 5.1420, -0.2857], [11.4858, 3.8771, 0.6334], [13.3034, 2.8559, 0.6718], [11.8897, 1.9038, 0.1887], [13.3745, 4.0276, -1.4422], [12.6921, 2.4895, -2.0053], [-10.3194, 4.7403, 0.4933], [-9.0988, 3.9136, 0.8325], [-9.6844, 2.6959, 1.3129], [-10.9195, 2.5901, 0.7848], [-11.5954, 1.6104, 0.8515], [-11.2882, 3.7336, 0.1691], [-10.1605, 5.4083, -0.3485], [-10.6851, 5.3196, 1.3427], [-8.4845, 3.6870, -0.0398], [-8.4732, 4.3684, 1.5951], [-15.0311, -0.0072, -0.1224], [-13.8026, -0.8178, 0.2190], [-14.3667, -2.0442, 0.6986], [-15.6092, -2.1701, 0.1692], [-16.2750, -3.1497, 0.2361], [-15.9874, -1.0218, -0.4485], [-14.8771, 0.6638, -0.9629], [-15.4019, 0.5683, 0.7274], [-13.1861, -1.0320, -0.6562], [-13.1861, -0.3486, 0.9791]],
  "forces_ev_per_angstrom": [[-0.11, 0.41, 0.52], [-0.10, -0.46, -0.39], [0.19, -0.27, -0.01], [-0.07, 0.84, -0.82], [0.24, -0.90, 0.22], [0.06, 0.94, -0.03], [0.19, -1.30, 0.68], [-0.75, 0.04, 0.23], [1.22, -0.15, 0.00], [-0.15, -0.04, 0.22], [-0.25, 0.11, -0.55], [-0.59, 0.05, 0.55], [0.88, 1.24, -1.34], [-1.44, -1.33, 1.38], [-0.18, -0.43, 0.36], [-0.45, 0.86, -0.23], [0.67, 0.19, 0.06], [-0.43, -0.22, -0.78], [0.06, 0.42, -0.39], [0.50, -0.09, -0.10], [2.11, -0.80, -0.12], [-2.14, 1.94, 0.29], [-0.10, -0.74, -0.16], [0.11, 1.37, -0.47], [1.39, 0.15, -2.90], [-1.42, -0.56, 1.81], [0.02, -0.14, 0.51], [0.03, -0.10, -0.15], [0.05, -0.11, 0.13], [0.06, -0.26, -0.26], [0.01, 0.34, 0.27], [0.04, 0.15, 0.00], [-0.16, -0.09, 0.15], [-0.13, 0.13, -0.06], [0.00, -0.05, 0.21], [-0.11, -0.18, -0.08], [0.02, 0.19, 0.09], [-0.18, 0.19, 0.04], [0.31, -0.17, 0.04], [-0.32, -0.04, -0.07], [-0.03, 0.29, -0.21], [0.13, 0.31, -0.43], [0.21, -0.24, -0.15], [0.10, 0.24, -0.08], [-0.35, 0.05, 0.03], [-0.43, 0.23, -0.08], [-0.02, 0.11, 0.05], [0.15, 0.01, 0.01], [0.25, 0.02, -0.03], [-0.06, -0.05, 0.24], [0.24, -0.03, 0.09], [0.02, -0.09, -0.23], [0.10, -0.38, 0.15], [-0.05, -0.24, 0.29], [0.06, -0.54, 0.45], [0.00, 0.05, 0.36], [0.14, 0.12, -0.06], [-0.26, -0.08, 0.23], [0.16, -0.29, 0.14], [-0.02, -0.10, 0.10], [0.41, -0.48, 0.42], [0.05, -0.21, 0.02], [0.31, 0.04, -0.03], [0.03, -0.13, 0.17], [-0.04, 0.04, -0.03], [-0.03, 0.02, 0.03], [0.01, -0.02, -0.14], [-0.06, 0.16, 0.12], [-0.04, 0.03, -0.02], [-0.39, -0.18, 0.13], [-0.21, 0.06, -0.09], [-0.17, -0.07, -0.17], [-0.21, -0.13, 0.07], [-0.06, 0.08, -0.16], [0.06, 0.02, 0.06], [-0.05, 0.14, 0.10], [0.00, -0.14, 0.02], [0.05, 0.19, 0.03], [0.04, -0.01, 0.04], [0.01, 0.07, -0.04], [0.20, -0.01, 0.08], [0.12, 0.27, 0.37], [0.24, -0.07, -0.04], [0.11, 0.09, -0.02], [-0.09, 0.00, 0.13], [-0.05, -0.01, -0.20], [0.12, -0.18, -0.01], [-0.07, 0.13, -0.16], [0.00, 0.11, -0.22], [0.00, 0.04, -0.01], [-0.10, -0.18, -0.01], [0.18, 0.03, -0.12], [0.15, -0.17, -0.06], [0.04, 0.15, -0.15], [-0.07, 0.01, 0.08], [-0.03, 0.02, 0.03], [0.04, -0.15, 0.06], [-0.17, 0.10, -0.02], [-0.02, -0.02, 0.04], [-0.03, 0.04, -0.01], [-0.07, 0.00, 0.19], [0.06, -0.12, 0.05], [0.30, -0.26, -0.16], [-0.06, -0.03, 0.12], [0.03, 0.07, 0.03], [-0.11, 0.00, -0.05], [-0.03, -0.05, -0.17], [-0.02, 0.19, 0.12], [-0.05, 0.03, -0.02], [-0.01, 0.04, 0.03], [-0.15, 0.09, -0.10], [-0.15, 0.12, 0.16], [-0.02, 0.10, 0.23], [-0.08, 0.07, -0.05], [-0.06, -0.07, 0.01], [0.01, -0.17, 0.06], [0.10, -0.09, 0.09], [0.06, 0.05, -0.20], [0.03, -0.04, -0.02], [0.00, 0.01, -0.06], [0.06, -0.18, -0.08], [-0.06, -0.15, 0.05], [-0.22, -0.11, 0.12], [0.06, -0.21, 0.05], [0.12, 0.20, -0.12], [0.01, 0.04, 0.03], [-0.13, -0.04, 0.07], [0.15, 0.01, -0.13], [0.01, 0.06, 0.00], [0.04, 0.01, -0.03], [0.03, 0.22, -0.03], [0.15, -0.08, 0.07], [0.18, -0.07, -0.12], [0.08, -0.06, 0.14], [-0.09, 0.18, -0.01], [0.34, 0.10, -0.21], [0.09, -0.13, -0.10], [-0.07, 0.16, 0.12], [-0.08, -0.05, -0.02], [-0.04, 0.03, 0.04], [-0.19, 0.05, -0.12], [0.09, 0.21, 0.01], [0.27, 0.18, -0.06], [-0.10, 0.06, -0.01], [0.03, 0.01, 0.01], [-0.07, -0.13, -0.06], [0.07, -0.05, 0.07], [-0.14, -0.12, -0.12], [-0.02, -0.06, 0.02], [-0.03, -0.06, 0.00], [-0.04, -0.18, 0.13], [0.03, 0.19, -0.03], [0.25, 0.13, 0.08], [-0.13, 0.11, -0.11], [0.00, -0.03, 0.00], [-0.03, -0.04, 0.00], [0.12, -0.04, 0.08], [-0.13, -0.10, -0.10], [0.01, -0.05, 0.03], [-0.05, -0.01, -0.03], [-0.01, -0.13, 0.09]]
}



{
  "formula": "C5H16NO",
  "method": "the ωB97M-V functional and the def2-TZVPD basis",
  "de_lowest_ev": 0.619,
  "largest_force_ev_per_a": 1.6,
  "charge": 1,
  "total_energy_ha": -329.858101,
  "homo_energy_ev": -14.84,
  "species": ["C", "C", "C", "C", "C", "N", "H", "H", "H", "H", "H", "H", "H", "H", "H", "H", "H", "H", "H", "H", "H", "H", "O"],
  "xyz": [[-0.8076, 0.5677, 0.3028], [0.3582, -0.0931, -0.4900], [1.2414, 0.9797, -1.1812], [-0.2858, -1.0406, -1.5250], [0.7460, -1.9755, -2.2033], [-0.9989, -0.0795, 1.6463], [-0.5626, 1.6124, 0.4966], [-1.7553, 0.4865, -0.2237], [1.0128, -0.7155, 0.1274], [2.2662, 0.8259, -0.8509], [0.9538, 2.0059, -0.9435], [1.2924, 0.8437, -2.2515], [-0.8223, -0.4916, -2.3004], [-0.9493, -1.7427, -1.0195], [1.1364, -2.6971, -1.4819], [1.5389, -1.3966, -2.6647], [0.2984, -2.4791, -3.0529], [-1.9071, -0.5317, 1.7705], [-0.9596, 0.6407, 2.4048], [-0.3128, -0.7871, 1.9124], [-0.3482, 1.5492, 4.4820], [-0.3681, 2.6741, 3.3799], [-0.7672, 1.8444, 3.6656]],
  "forces_ev_per_angstrom": [[1.19, -0.27, 0.01], [-0.99, 0.33, -1.18], [0.34, -0.48, 0.57], [1.09, -1.05, -0.15], [-0.34, 0.77, -0.07], [-0.63, -0.05, 1.11], [-0.26, -0.09, 0.07], [0.09, 0.12, -0.07], [-0.24, 0.17, 0.42], [0.13, 0.28, 0.10], [-0.01, -0.12, -0.12], [-0.33, 0.09, -0.32], [-0.15, 0.15, 0.23], [-0.54, 0.27, 0.10], [0.12, 0.06, -0.23], [0.44, 0.06, 0.23], [-0.25, -0.39, 0.13], [0.00, 0.04, -0.32], [0.10, 0.04, 0.01], [0.23, 0.07, -0.48], [0.09, 0.34, 0.02], [0.09, 0.02, 0.37], [-0.15, -0.35, -0.43]]
}



{
  "formula": "C5H12N2O",
  "method": "the ωB97M-V functional and the def2-TZVPD basis",
  "de_lowest_ev": 3.803,
  "largest_force_ev_per_a": 5.6,
  "smiles": "C[C@@H](N)C(=O)N(C)C",
  "total_energy_ha": -382.362771,
  "homo_energy_ev": -8.77,
  "species": ["N", "C", "C", "C", "N", "C", "C", "O", "H", "H", "H", "H", "H", "H", "H", "H", "H", "H", "H", "H"],
  "xyz": [[0.3288, -1.6967, -1.3201], [0.3983, -0.2068, -1.2431], [1.5903, 0.4211, -2.0982], [0.7449, 0.1306, 0.1630], [-0.3860, 0.3972, 1.0472], [-1.8200, 0.6737, 0.7321], [-0.4001, -0.0119, 2.4038], [1.8077, 0.0991, 0.7110], [-0.5335, -2.1161, -0.8639], [1.0853, -2.2130, -0.9314], [-0.5752, 0.2232, -1.6944], [1.0462, 0.8338, -3.0342], [2.3037, -0.2604, -2.6682], [2.1043, 1.1577, -1.4036], [-1.8156, 1.0818, -0.2717], [-2.2638, 1.5956, 1.0751], [-2.4624, -0.0162, 1.1294], [0.1235, 1.0165, 2.9192], [-1.3946, -0.2286, 2.7711], [0.1184, -0.8806, 2.5769]],
  "forces_ev_per_angstrom": [[-2.53, -0.03, -0.08], [1.06, -0.41, -2.04], [-1.09, -0.07, -1.77], [-4.18, 0.91, 3.29], [-2.16, -0.62, -1.83], [3.16, 2.84, -2.43], [1.99, 4.94, 1.75], [1.32, -0.49, -0.47], [1.29, 1.14, -0.78], [1.02, 0.21, 0.33], [1.56, -0.82, 1.34], [1.07, 0.28, 1.69], [-0.70, 0.36, 1.63], [-0.40, -0.73, -1.59], [-0.74, -1.46, -1.05], [0.74, 0.87, 1.68], [-1.64, -2.44, -0.19], [-1.50, -3.29, -0.07], [-0.23, 0.57, 0.08], [1.98, -1.78, 0.51]]
}



{
  "formula": "C9H18AsF6O9Tl",
  "method": "the ωB97M-V functional and the def2-TZVPD basis",
  "de_lowest_ev": 0.000,
  "largest_force_ev_per_a": 3.4,
  "charge": 2,
  "total_energy_ha": -4037.555648,
  "homo_energy_ev": -16.64,
  "species": ["Tl", "As", "F", "F", "F", "F", "F", "F", "C", "O", "C", "O", "O", "C", "H", "H", "H", "H", "H", "H", "C", "O", "C", "O", "O", "C", "H", "H", "H", "H", "H", "H", "C", "O", "C", "O", "O", "C", "H", "H", "H", "H", "H", "H"],
  "xyz": [[1.5375, -0.3691, 0.6492], [-0.7186, -2.2196, -2.7048], [-2.1232, -2.5037, -1.7210], [-0.3794, -3.9172, -2.7020], [0.7193, -1.9400, -3.6785], [-1.0303, -0.4814, -2.7749], [0.1699, -1.9861, -1.2046], [-1.6948, -2.4265, -4.1581], [-0.1086, 3.1930, -2.5646], [0.5534, 2.2883, -3.4302], [0.9818, 1.1434, -2.9976], [0.8904, 0.6852, -1.8748], [1.5634, 0.3825, -3.9312], [1.4215, 0.6152, -5.3054], [-0.4285, 4.0590, -3.1324], [0.5276, 3.5112, -1.7351], [-0.9408, 2.6818, -2.0787], [2.1628, -0.0487, -5.7523], [1.5867, 1.6813, -5.4949], [0.4582, 0.2908, -5.7366], [1.6121, -2.0134, 6.3069], [2.0002, -2.0895, 4.9327], [2.7784, -1.2228, 4.3440], [2.8761, -1.1385, 3.1315], [3.4567, -0.4886, 5.2088], [4.4994, 0.3640, 4.7216], [1.2375, -0.9925, 6.4373], [2.4293, -2.2275, 6.9920], [0.7734, -2.6925, 6.4198], [5.0047, -0.1763, 3.9219], [5.2085, 0.5805, 5.5143], [4.1682, 1.3218, 4.3202], [-3.9746, 1.4329, -1.7206], [-2.6827, 1.0823, -1.3174], [-2.4399, 0.4282, -0.1996], [-1.3281, 0.0122, 0.0687], [-3.5338, 0.2539, 0.4910], [-3.5313, -0.3047, 1.7916], [-4.7246, 0.6349, -1.7775], [-3.9395, 1.8141, -2.7390], [-4.4598, 2.1715, -1.0694], [-2.6605, 0.0074, 2.3719], [-3.4855, -1.3943, 1.8599], [-4.4326, -0.0028, 2.3180]],
  "forces_ev_per_angstrom": [[-0.30, -0.37, -0.04], [-1.37, -2.72, -1.49], [0.29, 0.73, -0.12], [0.23, 0.91, 0.21], [-0.34, 0.25, 0.54], [0.02, 0.15, 0.15], [0.59, 0.39, 0.11], [0.82, 0.67, 1.03], [-0.69, 0.35, 1.74], [0.61, -0.63, -0.69], [0.13, 0.84, -2.29], [-0.08, -0.61, 1.46], [-0.45, -0.23, 1.24], [0.86, -0.05, -0.64], [0.06, -0.21, -0.22], [0.34, 0.03, -0.36], [-0.18, 0.07, -0.38], [0.02, 0.24, -0.08], [-0.18, -0.06, -0.23], [-0.32, 0.17, 0.49], [-0.37, 0.91, 0.14], [-0.37, -0.70, -1.20], [0.27, 0.28, 1.61], [-0.12, 0.19, -1.04], [-0.22, 0.15, 0.10], [0.83, 0.07, -0.90], [0.15, -0.11, 0.48], [0.03, -0.02, -0.14], [0.22, -0.19, -0.03], [0.18, 0.15, 0.07], [-0.27, -0.33, 0.28], [-0.55, -0.16, 0.12], [-1.80, 0.39, -0.80], [1.05, -0.07, -0.51], [-1.47, -0.19, 0.10], [0.76, -0.05, 0.28], [-0.25, -0.02, -0.13], [0.66, -0.73, 1.81], [0.56, -0.57, 0.46], [0.54, 0.25, 0.18], [0.40, 0.12, 0.22], [-0.06, 0.43, -0.22], [-0.18, -0.02, -0.90], [-0.05, 0.28, -0.38]]
}